(1)
143
Properties=species:S:1:pos:R:3:forces:R:3:lowdin_charge:R:1 method="wB97M-V/def2-TZVPD" homo_lumo_gap_ev=7.96 charge=+1 homo_energy_ev=-10.684
Cl -0.140912 4.660814 0.650298 -0.10 -0.71 -0.46 0.287
P -1.248065 3.031160 -0.022932 -1.42 -0.16 0.32 0.629
O -4.415009 -0.087637 -6.526311 -0.15 0.13 0.08 -0.207
O 2.841813 -7.135037 6.977096 0.12 -0.02 -0.19 -0.187
O 0.840905 2.515000 5.238127 0.04 -0.30 -0.01 -0.213
O -7.903782 2.291426 -4.408414 -0.05 0.07 -0.22 -0.211
O 4.643798 2.041282 0.253596 -0.65 -0.28 -0.07 -0.091
O -1.088334 -2.427495 -1.620215 0.26 0.83 0.51 -0.103
O -1.387438 3.358893 -1.632464 0.69 -0.24 0.41 -0.357
O -1.891163 -4.362300 -2.039294 -0.03 0.30 -0.21 0.130
O 1.935029 -4.748065 0.875383 0.47 0.76 0.38 0.064
N -1.071833 4.269130 6.478792 -0.03 -0.19 -0.28 0.042
N 3.196989 -2.875336 1.422278 -1.22 -0.05 -0.26 0.057
N -7.810196 4.118199 -2.190893 0.24 -0.08 -0.16 0.039
N 1.125151 0.550206 -1.383937 2.66 -2.04 0.98 0.069
N 3.037037 -4.358835 7.683152 0.11 -0.13 0.08 0.039
N -4.551406 -2.468288 -4.927476 0.12 0.25 0.11 0.042
N -1.089844 -3.622836 -2.415297 -0.14 -0.81 -0.09 -0.004
C 9.283231 0.205261 -0.840553 0.07 -0.13 -0.71 -0.076
C 2.098592 -2.476494 2.340269 0.44 -0.24 -0.25 -0.178
C 3.710197 2.581191 -0.675045 1.22 0.91 -1.36 -0.325
C 4.074139 -6.455319 6.833709 0.19 0.01 0.20 -0.209
C 1.329022 -0.049071 2.210416 0.63 0.03 0.62 -0.171
C 3.947288 -4.930492 6.685296 -0.34 -0.08 -0.09 -0.430
C -8.110575 4.612477 -3.539161 -0.29 -0.24 0.07 -0.432
C 2.219453 2.644848 -0.283051 -1.33 0.26 -0.21 -0.112
C -0.705635 2.229960 -4.929292 0.32 0.14 0.26 -0.033
C 7.027162 0.294158 -1.537552 -1.34 0.10 -1.37 -0.071
C -0.802899 0.096378 -0.146202 -0.09 -0.04 -0.29 -0.084
C -9.203117 1.903581 -4.825752 0.07 -0.21 0.21 -0.098
C 2.014697 2.260680 5.994021 0.07 0.23 -0.15 -0.102
C 4.070034 2.172747 -2.139084 -0.56 0.70 0.28 -0.021
C -0.990601 2.863050 6.886992 0.34 0.18 0.10 -0.431
C -4.995145 -0.186440 -7.817544 0.28 -0.07 -0.07 -0.098
C 0.998923 2.242926 -3.230734 1.49 0.75 0.69 -0.028
C -7.592747 3.657059 -4.626460 0.28 0.14 0.03 -0.211
C -0.351650 1.986643 5.797794 -0.30 -0.03 -0.12 -0.215
C -0.682619 0.653332 -3.126198 -0.61 -1.61 1.27 -0.048
C -1.272490 1.157534 -4.257318 -0.48 0.40 -1.00 -0.043
C 0.493389 1.142072 -2.564335 -0.69 0.91 -1.54 -0.158
C 0.211081 -1.860710 -1.766357 0.45 0.21 -1.40 -0.159
C 2.164276 -7.411420 5.764289 -0.18 0.00 0.21 -0.103
C 3.494063 -4.487459 5.298796 0.12 0.15 -0.21 -0.083
C 1.337695 1.374295 -0.107622 -0.50 1.69 2.40 -0.286
C -5.728380 -1.599165 -5.053618 0.07 -0.09 -0.33 -0.426
C 7.505361 0.572501 0.749628 -0.60 0.08 0.43 -0.035
C 0.406135 -0.628596 -0.854349 -2.87 -0.99 1.09 -0.201
C -0.276034 2.781060 8.231856 -0.07 -0.12 0.16 -0.068
C -5.340717 -0.166759 -5.451843 0.01 0.03 0.21 -0.206
C 6.552837 0.535679 -0.264522 0.21 0.19 0.18 -0.197
C -9.605664 4.896593 -3.637617 -0.08 0.18 -0.06 -0.069
C 2.310438 -1.052063 2.907434 -1.37 -0.26 -0.16 -0.137
C -0.181299 1.504247 0.291916 -0.03 -0.13 -0.07 -0.364
C 8.356576 0.136968 -1.867449 0.17 0.06 0.23 -0.072
C 5.084602 0.705475 0.089117 0.47 -1.12 1.08 -0.189
C 3.907414 -4.411737 -0.415150 -0.26 0.61 0.47 0.002
C -6.720692 -2.251399 -6.010186 -0.19 -0.05 0.05 -0.064
C 8.836064 0.400725 0.453860 1.23 0.00 0.39 -0.078
C 2.102028 0.662696 1.077293 -0.95 -2.13 -0.81 -0.103
C 2.898531 -4.027961 0.681521 0.26 -0.89 -0.77 -0.528
C 0.435942 2.775777 -4.371173 -0.32 0.18 -0.65 -0.043
H -4.014945 -2.379134 -5.787661 -0.07 -0.12 -0.03 0.069
H 0.416835 -1.602999 -2.819912 -0.26 -0.07 0.22 0.126
H -4.341074 0.333434 -8.517572 0.01 0.04 0.06 0.087
H 4.660893 -6.889609 6.013709 -0.07 0.05 -0.09 0.120
H -1.218303 -0.174214 -2.665153 0.21 0.16 -0.16 0.103
H 0.660136 3.339254 8.239692 -0.01 0.00 -0.07 0.066
H 3.392513 -4.570403 8.611621 0.03 0.13 0.00 0.074
H 3.369138 -4.531933 -1.360835 0.11 -0.12 0.19 0.079
H -1.633136 4.336019 5.633520 -0.12 0.07 0.10 0.071
H 3.670587 -3.417133 5.171272 -0.01 -0.01 0.07 0.069
H -3.934354 -2.083635 -4.216047 -0.06 -0.10 0.09 0.057
H -2.009937 2.495642 7.038345 0.00 -0.03 -0.11 0.137
H 2.172714 3.165730 0.682700 0.03 -0.36 -0.11 0.107
H 1.663270 3.349096 -0.919636 0.65 -0.11 -0.20 0.085
H -1.111128 2.663907 -5.838325 -0.14 -0.25 0.17 0.124
H -1.058669 1.918783 4.964601 0.04 0.07 -0.04 0.115
H -0.904568 3.201667 9.016503 0.00 0.05 -0.06 0.079
H 2.429243 -4.657934 5.134210 0.01 -0.09 0.08 0.060
H -4.835638 0.294376 -4.596043 0.05 0.00 -0.03 0.111
H -6.499475 3.709531 -4.626550 0.00 -0.07 0.04 0.117
H 2.178970 3.051439 6.727903 0.05 -0.13 0.13 0.078
H -0.059976 1.744557 8.500281 0.02 0.01 -0.01 0.080
H -0.435447 1.474321 1.364827 1.08 0.42 -0.01 0.085
H 8.647952 -0.020077 -2.902813 -0.01 0.00 0.23 0.112
H 1.158625 -2.577277 1.769738 0.03 0.20 0.38 0.108
H -9.174817 0.837956 -5.056667 0.07 0.02 -0.02 0.081
H 2.770521 1.340848 1.606984 0.10 0.02 -0.65 0.132
H 5.013881 0.240729 1.091650 -0.17 0.22 -0.22 0.117
H 1.868207 2.777097 -2.870359 -0.12 -0.31 0.00 0.082
H 10.335531 0.097541 -1.090487 -0.11 0.01 0.33 0.112
H 6.295368 0.258298 -2.351273 0.20 -0.11 0.17 0.105
H -0.143219 4.552550 6.174990 0.00 0.07 0.14 0.069
H -0.187285 0.961284 6.154701 0.08 0.04 0.10 0.119
H 4.438257 0.053178 -0.524016 0.17 0.57 -0.34 0.113
H -6.212856 -1.540778 -4.074322 0.07 0.08 0.02 0.137
H -1.744622 0.199702 -0.695630 0.43 -0.02 -0.32 0.107
H -5.054728 -1.229487 -8.134070 -0.17 0.03 -0.06 0.077
H 4.330819 -5.374543 -0.112402 0.00 0.19 -0.21 0.092
H 0.881976 3.638876 -4.860585 0.10 -0.16 0.31 0.125
H 2.018271 -1.088019 3.963716 0.46 0.10 -0.13 0.114
H 2.860537 -7.624949 4.948504 0.02 0.06 -0.01 0.091
H 3.997117 3.645923 -0.683481 -0.25 -0.23 0.31 0.155
H -6.802747 4.022286 -2.092779 -0.01 0.13 0.08 0.066
H -1.080613 -0.553541 0.689207 0.05 0.52 0.12 0.117
H 4.942121 -4.506608 6.852027 0.01 -0.07 0.06 0.135
H -2.097780 2.787476 -1.962213 -0.01 0.27 -0.14 0.046
H 2.675174 -0.146174 0.585462 0.32 0.45 0.29 0.089
H 2.166368 -4.883035 7.633447 -0.02 0.07 -0.04 0.069
H -9.522945 2.446579 -5.718790 -0.01 0.06 0.03 0.094
H 9.602641 0.412147 1.226825 -0.36 0.08 0.09 0.113
H 3.353792 -0.737841 2.793420 -0.16 -0.06 0.27 0.110
H -2.185662 0.716937 -4.658721 0.20 -0.07 0.25 0.114
H 0.982933 0.695496 2.943416 0.12 -0.11 -0.21 0.112
H -10.211278 4.061855 -3.285040 0.06 -0.04 -0.01 0.066
H 3.369063 -2.119157 0.762922 0.67 -0.12 0.21 0.096
H 1.537811 -8.288359 5.925324 0.05 -0.01 0.05 0.089
H -7.540005 -1.570382 -6.250270 0.03 0.01 -0.02 0.076
H 3.879151 3.057000 -2.765769 -0.22 -0.38 0.01 0.092
H 2.862174 2.268141 5.306944 -0.05 -0.02 -0.04 0.083
H -9.925563 2.047072 -4.020066 -0.12 0.07 -0.12 0.078
H -9.896247 5.121201 -4.666075 0.00 -0.03 0.01 0.080
H -6.226170 0.446308 -5.657321 -0.02 -0.04 -0.04 0.109
H -8.150724 3.161038 -2.135707 -0.11 0.07 0.07 0.068
H -9.864826 5.759882 -3.024666 0.04 -0.04 0.04 0.078
H -7.153291 -3.141474 -5.553141 0.07 0.00 0.01 0.080
H -6.253243 -2.567046 -6.942693 0.05 0.05 0.02 0.066
H 0.876754 -1.153339 -0.016240 0.90 1.25 -0.11 0.123
H 7.179504 0.724310 1.778749 0.16 -0.01 -0.16 0.123
H -7.921723 3.971599 -5.625059 -0.12 0.00 0.03 0.121
H 4.703930 -3.665751 -0.533080 -0.11 -0.26 0.05 0.072
H -7.589980 5.565415 -3.673796 0.08 -0.06 -0.03 0.135
H 1.508154 -6.581491 5.490241 0.04 -0.02 -0.18 0.074
H 4.049947 -5.009835 4.516551 -0.04 -0.02 0.00 0.081
H 2.075449 0.175825 -1.531466 -0.10 0.54 -0.99 0.185
H 0.947941 -2.643290 -1.531521 -0.09 0.35 0.30 0.122
H 4.627135 -6.657655 7.754768 -0.07 -0.01 0.03 0.123
H 3.469178 1.344539 -2.531317 0.52 -0.04 -0.11 0.067
H 0.456659 -0.643853 1.928888 0.12 0.32 -0.15 0.086
H 1.976137 1.287943 6.491766 -0.05 0.02 0.05 0.093
H 5.145795 2.028061 -2.252428 -0.24 -0.34 0.24 0.077
H 2.031088 -3.232391 3.129617 0.17 0.21 -0.14 0.106
H -5.984930 0.275388 -7.854573 -0.03 -0.05 0.05 0.094

(2)
141
Properties=species:S:1:pos:R:3:forces:R:3:lowdin_charge:R:1 method="wB97M-V/def2-TZVPD" homo_lumo_gap_ev=7.29 homo_energy_ev=-8.216
S -1.738939 -1.782795 1.484783 -0.41 0.07 -0.12 0.812
S -2.556135 -2.621302 4.222691 -0.37 -0.14 -1.54 0.634
S -1.561865 2.981214 4.744372 1.89 -2.00 -0.59 0.957
O 9.046236 -1.221808 3.304969 -0.58 -0.19 -0.23 -0.081
O 2.417216 -1.003975 1.885389 0.24 1.80 0.81 -0.097
O -6.244461 -3.963936 0.292911 -0.03 0.94 1.53 -0.158
O 1.497826 -1.252243 7.390511 -0.85 1.71 -0.40 0.123
O 1.910152 1.190890 7.678298 -1.15 -1.48 -0.31 0.123
N -4.368936 -2.761178 2.258728 1.39 0.22 -1.34 -0.204
N -0.575347 2.081940 5.773858 0.71 -0.64 -2.62 -0.229
N 6.166727 -0.488027 1.773572 0.57 0.03 -0.72 -0.076
N -1.073223 2.393856 3.254358 1.25 -0.92 1.41 -0.259
C -7.547330 3.332694 -4.616970 0.03 -0.11 0.07 -0.269
C -6.244994 -2.546949 0.525294 0.84 0.95 -1.26 -0.182
C 3.719898 3.538418 4.618235 0.10 -0.05 -0.04 -0.100
C 4.142187 3.339762 6.069261 -0.09 -0.04 -0.03 -0.258
C 7.920826 -2.021689 2.867268 0.85 -1.02 -0.81 -0.369
C -0.080159 1.461232 3.452674 -0.74 0.74 1.29 -0.247
C 4.880302 -1.136079 1.352592 0.58 -0.21 -0.71 -0.187
C 7.308308 -1.434465 1.534857 -0.69 -1.19 0.25 -0.188
C -2.803057 -1.967756 -2.702071 0.02 0.11 0.01 -0.102
C 6.420308 -1.262030 -2.611973 0.02 -0.11 0.03 -0.268
C 6.014303 5.855783 8.156490 0.16 0.00 -0.06 -0.116
C 8.477122 -3.514746 2.695444 -0.62 -0.30 0.14 -0.055
C -10.543119 3.332815 -6.904593 0.04 0.11 -0.12 -0.114
C -4.602105 -4.220601 2.160495 -1.31 -1.35 0.27 -0.149
C 3.628405 -0.228785 1.641221 1.59 0.28 -0.39 -0.158
C -9.267744 2.525301 -7.107552 -0.05 -0.11 0.08 -0.271
C 6.024780 -2.021751 -5.623849 -0.08 -0.11 0.04 -0.272
C 1.664545 -0.251012 2.799361 -2.14 1.58 1.60 -0.193
C -6.053263 -4.552236 1.590770 0.49 -0.36 0.13 -0.180
C -8.943331 1.601288 -5.931822 0.12 -0.05 -0.07 -0.227
C -5.886787 -1.431865 -6.353660 0.07 0.13 -0.09 -0.116
C 4.764388 -1.251513 -5.995365 0.08 0.11 -0.09 -0.114
C 0.611043 0.688931 2.375768 2.25 -2.05 1.05 -0.070
C -6.188956 2.724633 -4.946332 0.04 0.12 -0.05 -0.112
C 0.208963 1.302720 4.964235 0.30 -0.52 -2.11 -0.269
C -4.601349 -2.169565 -6.004495 -0.06 -0.12 0.04 -0.268
C 0.356837 0.804295 0.840498 0.14 1.30 0.43 -0.143
C -4.765168 -3.150717 -4.842060 0.13 -0.01 -0.01 -0.225
C 5.823566 -2.979764 -4.447703 0.13 -0.03 -0.01 -0.228
C 7.804034 -1.824057 -2.310197 0.05 0.12 0.00 -0.112
C -5.160273 -2.516882 -3.506421 -0.12 0.03 0.03 -0.227
C -1.164171 0.821850 0.402921 0.19 -1.16 -0.48 -0.229
C -3.021317 -2.434104 2.634494 -0.43 0.33 1.80 -1.029
C 1.997592 -0.444362 4.273855 -2.46 2.19 0.62 0.086
C -4.836747 -2.016141 1.066015 -1.70 0.10 -0.25 -0.168
C -2.142401 0.014720 1.331565 -1.60 0.63 -0.28 -0.470
C -8.680114 2.306389 -4.599403 -0.11 0.07 0.02 -0.228
C 3.508326 4.347770 7.026647 0.01 -0.02 0.10 -0.226
C 5.371430 6.125397 6.802392 -0.13 0.05 0.05 -0.274
C 3.873939 5.812021 6.770696 0.01 0.01 -0.12 -0.229
C 1.278617 0.299167 5.313478 0.68 -0.48 -1.28 -0.016
C -4.205192 -1.442357 -2.985838 0.02 -0.11 0.02 -0.267
C 5.437768 -2.315165 -3.124326 -0.13 0.06 0.00 -0.229
B 1.592131 0.071158 6.891141 0.11 -0.20 -0.44 -0.554
H 7.123076 -2.074415 3.656033 0.91 0.61 -0.62 0.142
H 4.032099 4.512809 4.234808 -0.04 -0.03 -0.01 0.066
H 6.346724 -2.605008 -6.491642 0.04 0.03 0.04 0.104
H -4.617336 -1.033726 -2.056569 -0.03 0.05 -0.05 0.087
H 5.507402 7.182737 6.555028 0.01 -0.04 -0.04 0.102
H 2.418210 4.250193 6.972553 0.05 -0.05 0.00 0.108
H 8.058566 -4.154961 3.524820 0.51 0.60 -0.85 0.078
H -5.721973 -0.774098 -7.210611 -0.09 0.00 0.03 0.071
H -3.854793 -4.727334 1.486655 -0.56 0.48 0.63 0.135
H 7.071560 6.130598 8.133326 -0.04 -0.02 0.08 0.068
H -8.430028 3.202270 -7.301881 0.00 -0.04 0.02 0.099
H 2.633407 3.460855 4.515237 0.02 0.03 0.00 0.069
H -5.051097 -0.958903 1.417694 0.55 -1.05 -0.67 0.134
H -9.381745 1.911766 -8.006259 0.06 0.03 0.02 0.104
H 8.119801 -0.992584 0.896951 -0.71 -0.23 0.70 0.125
H -6.186599 -5.666067 1.461751 0.38 1.18 0.22 0.134
H -6.857644 -4.188785 2.292586 0.78 -0.23 -0.53 0.129
H -3.831616 -3.709158 -4.719756 -0.04 0.01 0.03 0.102
H 0.796464 1.802869 0.519083 -0.46 -1.07 0.31 0.127
H 3.367228 6.430933 7.519740 0.03 -0.01 -0.02 0.108
H -6.680874 -2.135520 -6.616953 0.00 0.04 0.05 0.078
H 4.954439 -0.612753 -6.860984 -0.08 -0.01 0.04 0.070
H 6.835738 -1.319183 -5.407930 -0.01 -0.04 0.01 0.098
H 9.786801 -1.466290 2.715814 -0.56 0.24 0.48 0.084
H -9.774308 0.900671 -5.793555 0.02 0.03 -0.02 0.110
H 7.745946 -2.619398 -1.561971 0.02 0.00 -0.05 0.067
H 5.954735 4.800470 8.430346 -0.02 0.04 0.02 0.066
H -7.114203 -2.181248 1.139750 0.79 -0.69 -0.23 0.128
H 9.596811 -3.580774 2.776030 -1.06 0.27 -0.10 0.077
H 8.169491 -3.997851 1.728699 0.25 0.52 0.82 0.069
H 6.739366 -3.563465 -4.309930 -0.04 0.01 0.02 0.101
H 0.975034 0.029784 0.299430 -0.93 0.62 0.79 0.116
H -7.770371 4.137074 -5.324826 -0.03 -0.03 0.03 0.099
H 5.234050 3.376564 6.141525 -0.03 0.02 0.02 0.103
H 5.328961 -3.097866 -2.364642 0.01 0.04 -0.01 0.109
H -8.455785 1.543857 -3.844556 0.01 0.04 -0.02 0.108
H -4.141041 -2.051679 0.182188 -0.31 0.08 0.99 0.091
H -9.596487 2.800435 -4.261068 0.01 -0.03 -0.01 0.100
H 6.507380 -0.439059 -3.328160 -0.04 -0.03 0.02 0.102
H 2.798889 -1.154420 4.614355 -0.94 0.74 -0.67 0.134
H 5.044770 -3.703937 -4.710641 0.02 0.03 0.00 0.110
H 4.173542 2.773101 3.983562 -0.04 0.03 -0.03 0.061
H -3.166894 0.075779 0.846587 1.19 0.01 0.52 0.066
H 4.449327 -1.854865 -3.222040 0.02 -0.03 -0.01 0.102
H -4.590777 -4.688138 3.192663 0.37 0.65 -1.15 0.122
H 3.952197 -1.935787 -6.254050 0.00 0.04 0.05 0.076
H 5.895198 5.558546 6.026488 -0.04 0.01 0.01 0.098
H 4.427101 -0.608333 -5.179809 -0.03 -0.03 -0.03 0.065
H -6.353067 -2.070441 -0.498115 0.01 -0.51 1.14 0.120
H 5.000835 -1.330640 0.236253 -0.69 -0.11 1.15 0.104
H 3.898446 0.427951 2.522782 -0.46 -0.83 -0.79 0.125
H -2.174433 -1.168984 -2.301825 0.04 -0.08 0.01 0.055
H -5.412288 3.491787 -4.913078 0.02 -0.08 -0.01 0.070
H 8.280867 -2.229304 -3.205141 -0.01 0.00 0.05 0.068
H 6.014072 -0.828127 -1.692203 -0.02 0.05 -0.06 0.080
H -6.174327 2.283206 -5.945465 0.02 -0.02 0.05 0.064
H 3.781422 4.077526 8.051632 -0.02 0.01 -0.03 0.103
H 3.470381 6.125345 5.802311 -0.01 -0.02 0.03 0.100
H -5.240321 -3.313350 -2.757320 0.01 0.04 0.00 0.107
H -2.271508 0.425744 2.366107 0.44 -0.27 -0.99 0.064
H -4.147811 -0.606679 -3.690753 -0.05 -0.02 0.02 0.097
H -5.524349 -3.893656 -5.110098 0.02 0.03 0.00 0.111
H 5.530845 6.444084 8.940888 0.00 -0.06 -0.01 0.074
H -2.832396 -2.774932 -1.964897 0.04 0.01 -0.04 0.072
H 0.762603 -1.672155 6.898008 0.85 -0.08 0.18 0.109
H -6.235664 -0.811527 -5.524872 -0.03 -0.03 -0.03 0.053
H 8.453096 -1.038148 -1.917037 0.04 -0.08 0.00 0.068
H -10.745918 3.945118 -7.786357 -0.06 -0.01 0.07 0.069
H 6.867432 -2.301854 0.954438 0.73 0.69 0.42 0.099
H -3.809825 -1.446520 -5.783786 -0.01 -0.04 0.01 0.099
H -5.925188 1.947003 -4.223836 -0.01 -0.01 -0.06 0.067
H 3.511011 0.461408 0.747310 -0.28 -0.73 0.98 0.135
H 3.846705 2.334185 6.380858 0.04 0.07 0.05 0.087
H 1.311111 1.170133 8.450850 0.80 0.05 -0.10 0.120
H -8.076336 0.987444 -6.197127 -0.02 0.01 0.03 0.087
H -11.400692 2.673180 -6.748588 0.03 0.04 0.04 0.075
H -4.269136 -2.729518 -6.883822 0.04 0.03 0.04 0.105
H -2.321034 -2.346103 -3.606175 -0.01 0.00 0.05 0.069
H 6.379463 0.292093 1.136234 -0.57 -0.23 0.55 0.104
H -6.162826 -2.084447 -3.590459 0.01 -0.03 -0.02 0.102
H 4.860474 -2.135579 1.870036 -0.42 1.06 -0.37 0.131
H -10.464969 4.005567 -6.048003 -0.04 -0.03 -0.01 0.065
H -1.562144 1.861512 0.232269 0.43 -1.04 0.59 0.117
H -7.487917 3.799856 -3.629063 -0.05 0.03 -0.05 0.104
H -1.208651 0.318721 -0.615297 0.02 0.60 1.09 0.097